*a*
# C8H8N4O4

C8H8N4O4 as an isolated structure (ωB97M-V/def2-TZVPD, the Open Molecules 2025 dataset).

For the HOMO energy, the calculation gives -0.2843 Ha.

```
24
Properties=species:S:1:pos:R:3:nbo_charge:R:1
O 3.93535 -2.22297 -2.01432 -0.631
C -0.77151 2.50889 1.67114 0.787
O -0.26102 -0.86681 0.76680 -0.592
H -0.79587 -0.60928 -0.70018 0.252
N 2.54195 -0.54994 -1.29912 -0.633
H 1.92512 -3.61267 -1.95245 0.424
C 0.42939 -2.21410 -1.40723 0.000
C 0.19514 -0.94587 -1.02615 -0.316
C 1.28963 -0.00084 -0.95110 0.663
H -0.34855 -2.98707 -1.48771 0.213
N 1.70923 -2.64319 -1.71210 -0.606
H 0.82915 1.18726 1.20940 0.449
H -2.62352 3.42468 1.99649 0.436
C -0.87224 0.13600 0.95854 0.627
O 1.18724 1.16183 -0.63065 -0.631
H -2.96183 -0.51991 0.79169 0.238
C -2.88316 1.45188 1.37314 0.087
N -2.14485 2.51324 1.81930 -0.609
H 3.29416 0.11568 -1.25133 0.426
C -2.31013 0.28392 1.03757 -0.408
C 2.84071 -1.81048 -1.67384 0.773
O -0.05960 3.34208 2.11399 -0.584
N -0.16189 1.30118 1.18893 -0.595
H -3.98290 1.55649 1.17919 0.229
```

=====

*b*
# C8H8N4O4

A 2-piece molecular cluster, C8H8N4O4 overall (ωB97M-V/def2-TZVPD, the Open Molecules 2025 dataset).

The structure (SMILES) is O=c1cc[nH]c(=O)[nH]1.O=c1cc[nH]c(=O)[nH]1. For the HOMO energy, the calculation gives -0.3488 Ha.

```
24
Properties=species:S:1:pos:R:3:nbo_charge:R:1
H 0.47179 1.31832 1.16290 0.457
C 2.03702 -0.13204 1.39833 0.665
N -0.93869 0.20725 -0.38048 -0.633
C 1.52708 1.22295 -0.57497 0.719
H 3.28669 -1.75520 1.14694 0.255
C -2.67847 -1.48477 -0.24538 -0.397
H -4.48897 -0.62654 0.63383 0.220
H -0.01399 0.46905 -0.59976 0.425
H -2.98353 -2.51066 -0.36230 0.246
O 1.72345 -0.43685 2.49647 -0.546
N -3.03346 0.81384 0.43915 -0.593
H -3.59987 1.47166 0.87574 0.420
O -0.43553 -1.98152 -1.07171 -0.600
H 2.58297 0.97380 -2.01731 0.424
O -1.29424 2.28876 0.50410 -0.621
C 3.13928 -0.57715 -0.71082 0.059
N 2.53204 0.58914 -1.14312 -0.594
H 3.62568 -1.28105 -1.46680 0.241
O 0.88731 2.12179 -1.11799 -0.618
C -1.27158 -1.19366 -0.58895 0.657
C -3.45225 -0.50795 0.30339 0.078
C 2.97999 -0.90998 0.54629 -0.372
N 1.12301 0.72221 0.60993 -0.675
C -1.72574 1.19863 0.16251 0.784
```

=====

The most stable arrangement is *b*, and the next structure is 134.9 kJ/mol less stable.

=====

*a*
# C5H6N2O2

One molecule with the formula C5H6N2O2 (ωB97M-V/def2-TZVPD, the Open Molecules 2025 dataset).

The structure (SMILES) is O=C[C@@]12NC=N[C@@H]1[C@H]2O. For the HOMO energy, the calculation gives -0.3181 Ha.

```
15
Properties=species:S:1:pos:R:3:nbo_charge:R:1
C -0.24984 -0.05473 -0.14118 -0.119
O -0.94586 1.84654 0.84660 -0.736
H -0.16715 2.51080 1.22647 0.482
H -0.64358 0.00860 2.18433 0.220
H -1.81175 1.55323 -0.76471 0.204
C 1.29008 -1.66548 -0.26398 0.303
C -0.10838 0.53054 1.11981 0.069
H 1.65604 1.25902 -0.14321 0.213
N 1.91526 -0.74631 0.61941 -0.563
O -1.75913 -0.15958 -2.04342 -0.577
H -0.88492 -1.89821 -0.94558 0.489
N 0.11230 -1.42170 -0.58328 -0.554
H 1.70587 -2.68806 -0.46934 0.208
C 1.15895 0.39506 0.44838 -0.040
C -1.26789 0.53029 -1.09031 0.402
```

=====

*b*
# C5H6N2O2

A 3-piece molecular cluster, C5H6N2O2 overall (ωB97M-V/def2-TZVPD, the Open Molecules 2025 dataset).

For the HOMO energy, the calculation gives -0.3349 Ha.

```
15
Properties=species:S:1:pos:R:3:nbo_charge:R:1
H -0.24538 1.00362 0.59776 0.448
C -0.67131 0.50421 -1.43826 -0.026
H 2.36294 1.22553 3.47324 0.116
H -0.30400 1.35193 -1.82404 0.205
C 0.15180 -1.55877 1.80704 0.461
O -0.25361 -2.62665 1.87344 -0.532
C -1.28412 -0.68908 -1.93328 -0.331
C 1.69911 0.94113 2.60761 0.258
H -1.38979 -0.92343 -2.93568 0.222
O 1.19807 1.70484 1.83005 -0.560
H -1.77891 -2.45740 -0.79620 0.216
N -0.68834 0.41943 -0.13174 -0.301
H 1.45619 -0.10167 2.29324 0.160
C -1.35681 -1.49972 -0.83563 -0.048
N -1.00698 -0.79447 0.24898 -0.289
```

=====

The most stable arrangement is *b*, and the next structure is 331.2 kJ/mol less stable.

=====

*a*
# C5H6N2O2

One molecule with the formula C5H6N2O2 (ωB97M-V/def2-TZVPD, the Open Molecules 2025 dataset).

The structure (SMILES) is C=C[C@H]1C=NOC=NO1. For the HOMO energy, the calculation gives -0.3569 Ha.

```
15
Properties=species:S:1:pos:R:3:nbo_charge:R:1
H 2.65424 -0.45801 -1.73352 0.204
H -0.84736 1.92989 -0.91948 0.231
H -2.53678 0.27539 -1.57330 0.200
H -2.18793 -0.81675 -0.12109 0.205
C -0.15574 0.68887 0.80803 -0.011
C -1.97730 0.05949 -0.68299 -0.351
H -0.66561 -1.26231 2.07106 0.211
N 0.77237 -1.71518 0.88945 -0.068
C 1.98434 -0.31747 -0.93932 0.357
O 1.45506 -1.47075 -0.36089 -0.422
N 1.86473 0.81245 -0.60349 -0.182
C -0.12432 -0.78803 1.28096 0.039
C -0.86765 0.93532 -0.52212 -0.209
O 1.21673 0.89785 0.78409 -0.417
H -0.58478 1.22922 1.62261 0.213
```

=====

*b*
# C5H6N2O2

One molecule with the formula C5H6N2O2 (ωB97M-V/def2-TZVPD, the Open Molecules 2025 dataset).

The structure (SMILES) is C=NCCC(=O)N=C=O. For the HOMO energy, the calculation gives -0.3653 Ha.

```
15
Properties=species:S:1:pos:R:3:nbo_charge:R:1
C 3.68023 0.50761 0.07068 0.919
H -0.43124 1.00064 -2.60012 0.181
N -0.41531 1.14572 -0.59137 -0.377
H -1.16402 0.48672 1.18220 0.219
C 1.63625 -0.89683 -0.10388 0.698
O 1.97481 -1.76462 -0.86252 -0.515
O 4.59947 1.17162 -0.23881 -0.481
H 0.76243 -0.90909 1.81074 0.259
C -0.20123 0.57136 0.72634 -0.242
H 0.45288 1.25223 1.20375 0.211
C -0.36677 0.41655 -1.64253 -0.095
H -0.24656 -1.49791 0.42585 0.227
H 0.08038 -0.56642 -1.74826 0.168
N 2.70272 -0.13900 0.43166 -0.652
C 0.42372 -0.82536 0.75540 -0.519
```

=====

The most stable arrangement is *b*, and the next structure is 540.4 kJ/mol less stable.

=====

*a*
# C5H6N2O2

One molecule with the formula C5H6N2O2 (ωB97M-V/def2-TZVPD, the Open Molecules 2025 dataset).

For the HOMO energy (alpha / beta), the calculation gives -0.2987 / -0.2987 Ha.

```
15
Properties=species:S:1:pos:R:3:nbo_charge:R:1
H 1.36115 0.08357 -1.76863 0.488
C 0.95378 -0.22395 0.10809 0.192
C 0.52690 1.23624 0.22611 0.223
N -0.34009 -0.90926 0.10943 -0.292
H 0.24539 -2.80097 0.64953 0.206
C -0.84916 1.29553 -0.11971 -0.491
O 1.63647 -0.51849 -1.06632 -0.682
N 1.38797 2.10742 0.56841 -0.676
C -0.55678 -2.13582 0.37202 0.078
H 1.57582 -0.56881 0.94105 0.199
H 1.02134 3.05478 0.61765 0.340
H -1.40121 2.21423 -0.21853 0.236
O -2.53926 -0.40021 -0.47796 -0.634
H -1.57727 -2.48737 0.29129 0.235
C -1.44506 0.05311 -0.23241 0.577
```

=====

*b*
# C5H6N2O2

C5H6N2O2 as an isolated structure (ωB97M-V/def2-TZVPD, the Open Molecules 2025 dataset).

For the HOMO energy, the calculation gives -0.3429 Ha.

```
15
Properties=species:S:1:pos:R:3:nbo_charge:R:1
C -1.03836 0.71989 -0.02052 0.564
C -0.10163 0.03836 -1.04925 -0.098
H 0.17640 -2.89410 0.53459 0.325
C 0.04581 0.83560 1.09487 -0.212
N 0.21527 -0.66446 1.06799 -0.627
O 1.26533 0.66832 -0.96600 -0.508
N 0.33229 -2.54516 -0.45852 -0.612
C 0.09684 -1.24897 -0.24400 0.409
H -0.66380 -1.39836 1.70229 0.408
O -2.26985 0.79213 0.07231 -0.501
H 1.30916 2.43094 -0.43281 0.199
H -0.25635 -0.07175 -2.13935 0.256
C 1.24690 1.29757 0.25446 -0.091
H 2.21373 1.39221 0.94727 0.214
H -0.07320 1.47011 2.05787 0.273
```

=====

The most stable arrangement is *a*, and the next structure is 393.6 kJ/mol less stable.

=====

*a*
# C5H7N

One molecule with the formula C5H7N (ωB97M-V/def2-TZVPD, the Open Molecules 2025 dataset).

The structure (SMILES) is C#CC(=C)NC. For the HOMO energy, the calculation gives -0.3006 Ha.

```
13
Properties=species:S:1:pos:R:3:nbo_charge:R:1
H -1.35764 -0.59508 -1.54915 0.201
C -0.87874 -0.94768 -0.65653 -0.384
N 0.84995 -0.73957 -0.83673 -0.604
H -0.92035 -2.01164 -0.44678 0.224
C 0.05460 2.58755 -0.17918 -0.198
C 0.24813 1.41804 0.04221 -0.076
H -0.09156 3.63680 -0.30428 0.240
H -0.21978 -0.55351 2.13797 0.196
H -1.47782 -0.49207 0.18410 0.217
C 0.64905 0.05468 0.29387 0.069
H 1.35986 -0.16367 -1.54715 0.368
H 1.18601 -1.54990 1.42517 0.211
C 0.59829 -0.64396 1.43648 -0.465
```

=====

*b*
# C5H7N

One molecule with the formula C5H7N (ωB97M-V/def2-TZVPD, the Open Molecules 2025 dataset).

The structure (SMILES) is CC1=NC=CC1. For the HOMO energy, the calculation gives -0.3279 Ha.

```
13
Properties=species:S:1:pos:R:3:nbo_charge:R:1
N -0.30244 -1.29372 -0.26219 -0.457
H -0.14015 1.92606 -0.29854 0.255
C 0.44460 -0.23794 -0.08605 0.267
C -0.39881 0.96336 0.16767 -0.488
C 1.92667 -0.25932 -0.16495 -0.660
H 2.29383 -1.27607 -0.31182 0.242
H -2.43722 -1.58691 -0.27523 0.204
H -0.02076 0.76035 1.36562 0.273
H 2.27467 0.34007 -1.01369 0.225
H -2.66203 1.02562 0.25466 0.224
C -1.63869 -0.86561 -0.15418 -0.031
H 2.43088 0.14566 0.72067 0.223
C -1.75952 0.44918 0.11081 -0.277
```

=====

The most stable arrangement is *b*, and the next structure is 446.7 kJ/mol less stable.

=====

*a*
# C5H7N

One molecule with the formula C5H7N (ωB97M-V/def2-TZVPD, the Open Molecules 2025 dataset).

The structure (SMILES) is C1[C@@H]2[C@H]1[C@@H]1N[C@H]21. For the HOMO energy, the calculation gives -0.2971 Ha.

```
13
Properties=species:S:1:pos:R:3:nbo_charge:R:1
H -1.40894 1.65207 0.24641 0.212
H -1.93464 -0.57309 1.21211 0.364
C 0.71831 0.75773 -0.26283 -0.265
H -2.11186 -0.44496 -1.31173 0.232
H 1.09605 -1.37706 -1.23580 0.217
H 1.23688 1.47252 -0.88454 0.218
N -1.11423 -0.48403 0.66654 -0.639
C 1.35490 -0.19455 0.67501 -0.389
H 1.07180 -0.25984 1.72760 0.224
H 2.44623 -0.25156 0.55655 0.214
C -0.79357 0.79814 0.00135 -0.115
C -1.12452 -0.41277 -0.76306 -0.089
C 0.56357 -0.68261 -0.62762 -0.182
```

=====

*b*
# C5H7N

One molecule with the formula C5H7N (ωB97M-V/def2-TZVPD, the Open Molecules 2025 dataset).

The structure (SMILES) is N#CC1CCC1. For the HOMO energy, the calculation gives -0.3877 Ha.

```
13
Properties=species:S:1:pos:R:3:nbo_charge:R:1
N 2.98821 -0.44832 0.74765 -0.320
C 0.09968 1.00945 -0.29280 -0.391
C 0.72211 -0.28442 -0.43886 -0.376
H -1.76946 0.70211 1.02792 0.208
H -0.87668 -1.80517 -0.25492 0.210
H -2.07337 0.21407 -0.61427 0.200
C -1.29099 0.31234 0.13483 -0.397
C -0.48043 -0.92629 0.24475 -0.365
H -0.27253 -1.20165 1.27431 0.219
H 0.80859 -0.62071 -1.46574 0.252
H -0.29747 1.76023 -1.05398 0.233
C 1.98472 -0.38370 0.20341 0.300
H 0.45762 1.67208 0.48771 0.228
```

=====

*c*
# C5H7N

One molecule with the formula C5H7N (ωB97M-V/def2-TZVPD, the Open Molecules 2025 dataset).

The structure (SMILES) is C1=CCN=CC1. For the HOMO energy, the calculation gives -0.3203 Ha.

```
13
Properties=species:S:1:pos:R:3:nbo_charge:R:1
H 0.55322 -2.23031 0.28244 0.213
H -1.04862 1.35201 1.02732 0.246
H -0.27943 1.43153 -1.81272 0.181
C 1.44713 -0.24972 0.46933 -0.319
C -0.95632 -0.70314 0.10642 -0.209
C 0.28150 -1.18820 0.34657 -0.176
H 1.45990 0.41624 1.36962 0.215
H -1.83580 -1.29246 -0.09593 0.217
H -2.07219 1.08747 -0.43439 0.224
N 1.17612 0.42626 -0.81437 -0.396
C -0.00649 0.90437 -0.91452 0.133
H 2.42438 -0.74765 0.40110 0.210
C -1.14340 0.79359 0.06911 -0.539
```

=====

*d*
# C5H7N

One molecule with the formula C5H7N (ωB97M-V/def2-TZVPD, the Open Molecules 2025 dataset).

The structure (SMILES) is Cn1cccc1. For the HOMO energy, the calculation gives -0.3033 Ha.

```
13
Properties=species:S:1:pos:R:3:nbo_charge:R:1
C 1.56172 -0.78180 0.31925 -0.303
N -0.40701 0.15014 -0.04972 -0.340
H -2.15295 0.21128 1.11890 0.199
H -2.25444 0.95299 -0.50418 0.216
H 2.70446 0.95961 -0.55622 0.222
H 0.23582 1.99479 -0.96969 0.213
H 2.35445 -1.46637 0.58710 0.222
C 1.75911 0.50949 -0.26410 -0.302
C -1.83886 0.11702 0.07442 -0.395
H -0.57037 -1.76119 0.50247 0.201
C 0.51597 1.06002 -0.49488 -0.075
H -2.10656 -0.96520 -0.15288 0.205
C 0.19866 -0.98079 0.38952 -0.065
```

=====

The most stable arrangement is *d*, and the next structure is 78.3 kJ/mol less stable.